DFT (the ωB97M-V functional and the def2-TZVPD basis) results for a structure of composition C7H13BrCaNO2.

```
! RIJCOSX wB97M-V def2-TZVPD def2/J DEFGRID3
* xyz 1 1
C 2.68955 -0.71907 -0.00312
C 1.34015 -1.47952 -0.25951
C 0.28392 -0.71241 -1.12450
Br -0.96398 -2.09623 -1.80103
C -0.43289 0.48285 -0.41146
N 0.63090 1.57212 -0.30634
C -0.89976 0.18574 1.08415
C -2.31949 -0.46388 1.22466
C -1.56670 1.17507 -1.28561
O -2.61512 0.62099 -1.57820
O -1.32016 2.37092 -1.68931
H 2.51753 -0.01154 0.86552
H 3.03972 -0.15711 -0.89731
H 3.46941 -1.42802 0.35989
H 0.93156 -1.87677 0.70391
H 1.60523 -2.39637 -0.84372
H 0.78089 -0.30207 -2.03738
H 0.98035 1.81472 -1.23318
H 0.22963 2.38366 0.17543
H -0.96813 1.21631 1.61603
H -0.18032 -0.42907 1.69300
H -2.40642 -1.04991 2.16399
H -2.62392 -1.01392 0.31061
H -3.05036 0.37823 1.32632
Ca 0.84839 1.93527 1.94718
*
```

Values from the calculation:
- Largest force on an atom: 0.074 Eh/bohr
- Kohn-Sham gap: 4.27 eV

---

DFT (the ωB97M-V functional and the def2-TZVPD basis) results for the molecule C7H13BrN2Si.

```
! RIJCOSX wB97M-V def2-TZVPD def2/J DEFGRID3
* xyz 0 1
C 0.90444 2.01428 1.95625
C -0.31155 1.53332 1.36978
C -0.09928 0.68816 0.36075
C 2.45177 -1.38682 0.20403
C -2.59808 0.88582 -1.63768
C -1.88644 -1.64054 0.00530
C 2.39508 -0.02414 -0.41176
N 1.89630 1.46554 1.24147
N 1.43030 0.78476 0.24262
Si -1.11599 -0.13597 -0.87947
Br -2.03243 1.86567 2.00896
H 1.08992 2.48475 2.89584
H 3.01026 -1.95508 -0.56540
H 1.43313 -1.80678 0.51013
H 3.11713 -1.50392 1.02318
H -3.27781 1.06084 -0.79980
H -2.61537 1.74410 -2.36368
H -3.13739 0.22817 -2.24575
H -1.71179 -1.74532 1.08298
H -2.99043 -1.81497 -0.26210
H -1.35934 -2.48692 -0.28092
H 2.18394 -0.21633 -1.44356
H 3.29428 0.66242 -0.30734
H -0.07066 -0.70105 -1.70379
*
```

Values from the calculation:
- Largest force on an atom: 0.097 Eh/bohr
- Relative energy (zero: lowest compared OMol25 entry of this formula, charge and spin): 0.00 kcal per mole
- Structure (SMILES): CCn1ncc(Br)c1[SiH](C)C
- Kohn-Sham gap: 9.75 eV

---

DFT (the ωB97M-V functional and the def2-TZVPD basis) results for the molecule C7H13BrO.

```
! RIJCOSX wB97M-V def2-TZVPD def2/J DEFGRID3
* xyz 0 1
C -2.64618 -0.92782 1.27665
C -1.38589 -1.43813 0.31443
Br -1.64248 -3.29221 -0.40660
C -1.00015 -0.31582 -0.86192
C 0.33315 0.46531 -0.31446
C 1.80875 -0.26646 -0.40984
C 2.64406 0.91964 0.42243
O 2.08741 2.12871 -0.26936
C 0.77474 1.90597 -0.96059
H -3.24342 -0.03313 0.79552
H -2.19446 -0.61265 2.33580
H -3.39203 -1.83048 1.43641
H -0.45047 -1.49887 1.05334
H -1.94478 0.41002 -0.92811
H -0.83229 -0.80479 -1.91889
H 0.08309 0.74099 0.79559
H 1.91494 -1.35441 0.06427
H 2.10391 -0.18416 -1.55955
H 2.20825 0.74348 1.51324
H 3.80790 0.81310 0.49755
H 0.97853 1.67640 -2.10539
H -0.01256 2.75528 -0.77053
*
```

Values from the calculation:
- Largest force on an atom: 0.065 Eh/bohr
- Relative energy (zero: lowest compared OMol25 entry of this formula, charge and spin): 40.56 kcal per mole
- Structure (SMILES): C[C@@H](Br)C[C@H]1CCOC1
- Kohn-Sham gap: 10.55 eV

---

DFT (the ωB97M-V functional and the def2-TZVPD basis) results for a cluster of 2 separate species, C7H13Cl2FN3O3P2S in total.

```
! RIJCOSX wB97M-V def2-TZVPD def2/J DEFGRID3
* xyz 1 1
N 4.88110 -0.48098 1.95571
P 4.42998 -1.40531 0.69955
C 2.72960 -0.73905 0.15543
C 2.52102 0.19575 -1.05449
N 1.07937 0.49020 -1.08747
S 0.21601 1.53640 -2.20491
C 0.51247 -0.24963 0.04306
P -1.28222 -0.34659 0.65122
O -2.28822 -1.19420 -0.43857
O -1.91726 1.18378 1.07942
N 1.43798 -1.03437 0.81958
C 1.24902 -1.92904 1.98983
C 2.05030 -1.47104 3.30485
O 1.89318 -0.38840 3.88372
F 2.96983 -2.43081 3.83606
H 4.11573 0.21418 2.09491
H 5.42113 -1.32768 -0.33628
H 4.33881 -2.76305 1.15218
H 3.26060 0.62636 -1.80903
H 1.02895 2.68343 -2.29179
H -3.07910 -1.44346 0.09292
H -1.22996 1.65190 1.60860
H 0.15713 -2.08313 2.30063
H 1.63302 -2.97925 1.68621
Cl -6.17639 2.53586 -1.26588
C -5.24562 1.49231 -2.36796
C -3.75068 1.68676 -2.21305
Cl -3.21639 3.28666 -2.78833
H -5.57372 1.69937 -3.38818
H -5.51181 0.46097 -2.12771
H -3.21640 0.94222 -2.80774
H -3.43746 1.57984 -1.17249
*
```

Values from the calculation:
- Largest force on an atom: 0.123 Eh/bohr
- Kohn-Sham gap: 7.04 eV

---

DFT (the ωB97M-V functional and the def2-TZVPD basis) results for a structure of composition C7H13ClCuNO6.

```
! RIJCOSX wB97M-V def2-TZVPD def2/J DEFGRID3
* xyz -2 1
Cu -0.43422 1.01717 -0.56717
Cl 0.27465 -1.19702 -2.39055
O -2.65900 0.56290 -0.89662
C -3.16250 1.85967 -0.95375
C -2.30343 3.05983 -1.49381
O -1.01038 3.15519 -0.98698
H -3.44188 2.18967 0.07026
H -4.14317 1.82372 -1.47155
H -2.86678 3.96820 -1.19185
H -2.28579 3.11597 -2.59953
C -1.67737 -1.85822 1.44039
N -2.70089 -2.93753 1.35751
O -2.40862 -4.07503 1.71743
O -3.82492 -2.61495 1.00983
H -0.72913 -2.38194 1.50801
H -1.99153 -1.18024 2.22308
H -1.63097 -1.33667 0.48313
O 0.72739 -0.13844 1.40776
C 1.78603 -0.08919 0.85743
O 2.01943 0.70785 -0.19030
C 3.28832 0.51790 -0.76835
C 3.88353 -0.77045 -0.11373
C 3.09647 -0.84295 1.19158
H 3.94758 1.35947 -0.54911
H 3.13566 0.38743 -1.83832
H 4.93940 -0.51543 -0.02293
H 3.73510 -1.66900 -0.70677
H 3.63135 -0.28043 1.95802
H 2.80572 -1.83750 1.51689
*
```

Values from the calculation:
- Largest force on an atom: 0.042 Eh/bohr
- Relative energy (zero: lowest compared OMol25 entry of this formula, charge and spin): 0.91 kcal per mole
- Kohn-Sham gap: 4.31 eV

---

DFT (the ωB97M-V functional and the def2-TZVPD basis) results for the molecule C7H13F.

```
! RIJCOSX wB97M-V def2-TZVPD def2/J DEFGRID3
* xyz 0 1
C -0.84139 0.33431 -0.60024
C -1.87171 -0.02481 0.09965
C -3.31577 0.24762 -0.30911
C 1.64031 0.58221 -0.98205
C 0.94914 -0.20245 1.20952
C 0.68882 -1.70320 -0.66964
C 0.60736 -0.19496 -0.26942
F -1.84267 -0.73189 1.22643
H -0.98557 0.94598 -1.54147
H -3.81964 -0.69890 -0.48366
H -3.32184 0.77261 -1.34612
H -3.94331 0.73679 0.46506
H 2.56603 0.05884 -1.16318
H 1.11746 0.73152 -1.96810
H 1.89119 1.55801 -0.54162
H 1.43691 0.72454 1.48710
H 0.03611 -0.18036 1.78105
H 1.59559 -1.13653 1.30588
H -0.03472 -2.14051 0.03344
H 1.72699 -2.05501 -0.40494
H 0.41744 -2.02134 -1.71316
*
```

Values from the calculation:
- Largest force on an atom: 0.071 Eh/bohr
- Relative energy (zero: lowest compared OMol25 entry of this formula, charge and spin): 20.75 kcal per mole
- Structure (SMILES): C/C(F)=C/C(C)(C)C
- Kohn-Sham gap: 10.29 eV